Record 1
ORCA calculation (wB97M-V/def2-TZVPD) on a 3-piece molecular cluster, C28H39F13IN5O5PS3 overall at a distorted geometry.

Output
**LUMO**: -4.29 eV
**Electronic energy**: -132573.2563 eV
**Net charge**: +1
**Frontier orbital gap**: 0.2337 Eh
**Highest occupied orbital energy**: -10.65 eV

XYZ file:
```
95
Properties=species:S:1:pos:R:3:forces:R:3:lowdin_charge:R:1
C 2.591 -2.878 3.753 -1.0175 0.4804 0.1555 -0.15
C 1.170 -2.295 3.447 1.1801 0.0410 -0.1875 -0.52
S 0.903 -2.189 1.639 -0.6938 0.1070 -0.2272 0.90
C 1.925 -0.846 0.953 -0.1805 -0.0179 0.8184 -0.49
C 1.658 0.622 1.489 1.1128 -1.9611 0.2267 -0.64
I 3.007 0.797 3.186 -0.2113 0.5150 -0.4022 1.16
N 2.001 1.476 0.315 -0.3924 0.6716 0.0199 -0.02
C 3.339 1.908 -0.113 0.4109 0.3341 -0.1844 -0.09
C 4.033 0.890 -1.038 -0.3424 0.1662 -0.1178 -0.02
C 5.551 1.060 -1.067 -0.5086 -0.1036 -1.1278 -0.43
F 6.085 1.580 0.058 -0.1228 -0.2872 0.1244 0.14
F 5.838 1.937 -2.072 0.0326 0.0310 0.2303 0.13
C 6.305 -0.252 -1.452 0.8695 0.7391 0.2886 -0.35
F 7.564 0.140 -1.747 -0.0987 -0.2530 0.0111 0.16
F 5.809 -0.789 -2.577 -0.5542 -0.1103 0.4156 0.17
C 6.418 -1.260 -0.244 1.0975 0.6286 0.2007 -0.34
F 5.490 -1.026 0.714 -0.4725 -0.3730 -0.5390 0.12
F 7.586 -0.952 0.360 -0.0433 -0.1656 -0.1821 0.16
C 6.548 -2.768 -0.625 0.6383 -0.5917 0.8170 -0.43
F 7.294 -2.940 -1.708 -0.3193 0.5908 -0.2789 0.17
F 7.238 -3.358 0.363 -0.5467 0.1574 0.2949 0.14
S 4.935 -3.733 -0.798 -0.0027 -1.9870 -1.6675 0.80
F 5.743 -5.089 -0.590 -0.1872 0.3605 0.3123 -0.12
F 5.194 -3.909 -2.366 -0.2816 0.4241 0.2731 -0.13
F 4.093 -2.408 -1.123 0.1350 0.1145 0.5403 -0.15
F 4.648 -3.650 0.753 0.0532 0.5811 -0.1376 -0.12
F 3.607 -4.566 -0.968 0.1123 0.2401 0.2012 -0.10
C 0.920 1.803 -0.293 -1.7269 0.6036 0.3603 -0.11
P 0.730 2.850 -1.793 0.0507 -0.2914 -2.7495 0.47
O 1.317 2.085 -2.881 0.6158 -0.5110 0.1961 -0.20
O -0.822 3.057 -2.110 1.0414 0.5674 1.6255 -0.07
O 1.444 4.271 -1.648 -0.7754 -0.4241 1.1705 -0.07
C -0.371 1.264 0.354 1.4753 -0.3690 -1.1536 -0.18
C -0.873 0.028 -0.463 -0.4662 0.4055 -0.5929 -0.13
C -2.270 0.251 -1.124 -0.0036 -0.4142 0.4911 -0.13
C -2.859 -1.127 -1.393 0.2660 0.5148 -0.4182 -0.24
C -2.117 -2.052 -2.114 0.7821 0.4532 -0.2590 -0.06
C -2.574 -3.325 -2.355 0.0387 -0.4108 -0.0673 -0.07
C -3.818 -3.697 -1.877 0.2160 -0.5756 -0.2534 -0.09
C -4.576 -2.788 -1.174 -0.4911 -0.5844 0.1477 -0.08
C -4.100 -1.517 -0.936 -0.5365 0.5093 0.6018 -0.05
C 0.223 1.073 1.779 -0.6358 2.4464 0.3633 -0.39
C 0.257 2.607 2.322 1.0229 -0.0938 0.9116 -0.17
N 0.228 2.658 3.786 -0.3373 0.5377 -1.0897 -0.13
C -0.900 3.431 4.327 0.4716 -0.4176 1.1005 -0.10
N -0.550 0.405 2.820 -0.7802 -1.1102 -1.3961 0.12
C -1.753 0.424 2.629 0.5137 1.0805 0.1808 -0.66
S -3.240 0.845 2.340 0.0096 -0.7650 0.3361 0.84
H 3.054 -3.194 2.815 0.0693 -0.1849 0.3363 0.04
H 2.477 -3.709 4.453 0.3465 0.0481 -0.1763 0.07
H 3.195 -2.089 4.208 0.1009 -0.3152 -0.0140 0.02
H 0.364 -2.941 3.806 0.1246 -0.0044 -0.3185 0.07
H 1.034 -1.329 3.941 -0.1287 -0.1177 -0.2447 0.02
H 2.979 -1.117 1.085 -0.1788 0.3315 0.0220 0.03
H 1.745 -0.830 -0.129 -0.2915 -0.3736 0.2522 0.08
H 3.925 2.185 0.769 -0.1446 -0.3994 -0.0257 0.09
H 3.200 2.835 -0.681 -0.0214 -0.1745 0.1661 0.13
H 3.681 1.112 -2.054 0.1294 -0.2341 0.1480 0.14
H 3.753 -0.148 -0.845 0.1332 0.2554 0.2914 0.10
H -1.202 3.766 -1.556 -0.6654 -0.0445 -0.0440 0.07
H 1.035 4.848 -0.980 0.1972 0.1975 -0.2080 0.11
H -1.097 2.066 0.187 -0.1566 -0.1604 0.8363 0.11
H -0.960 -0.880 0.144 0.3431 0.3188 0.1730 0.09
H -0.170 -0.173 -1.284 -0.0354 -0.1846 0.2874 0.11
H -2.923 0.796 -0.428 0.1283 -0.1348 -0.1404 0.07
H -2.204 0.859 -2.032 0.1298 -0.1703 0.0906 0.12
H -1.142 -1.761 -2.504 -0.1334 -0.0693 0.0213 0.11
H -1.952 -4.032 -2.898 -0.1331 0.1119 0.0265 0.11
H -4.185 -4.702 -2.058 -0.0885 0.1904 0.0437 0.10
H -5.541 -3.127 -0.813 0.0705 0.3000 -0.0256 0.10
H -4.721 -0.831 -0.360 0.1709 0.0093 -0.1016 0.11
H 1.197 3.097 2.021 -0.2400 -0.2461 -0.3282 0.11
H -0.556 3.191 1.871 -0.0443 -0.3737 0.1388 0.11
H 1.110 3.047 4.089 -0.1612 -0.0506 0.3019 0.06
H -1.130 3.017 5.320 -0.0325 0.2346 -0.1825 0.09
H -0.642 4.490 4.472 -0.3297 -0.0852 -0.2722 0.08
H -1.802 3.300 3.733 0.1511 0.1199 -0.1768 0.04
O -6.715 -4.371 -2.626 -0.0808 0.0402 -0.0462 0.02
C -7.664 -4.148 -3.356 -0.0269 -0.1387 0.0372 -0.58
N -8.649 -5.066 -3.535 -0.0030 -0.0817 0.0507 0.16
C -7.820 -2.852 -4.112 -0.1933 -0.0594 -0.1026 0.00
H -9.443 -4.916 -4.128 0.0420 0.0684 -0.0149 0.10
H -8.568 -5.939 -3.041 -0.0128 0.0037 -0.0167 0.11
H -6.963 -2.722 -4.771 0.0443 0.0491 0.0891 0.09
H -7.857 -2.029 -3.401 0.1090 0.0001 -0.0145 0.09
H -8.729 -2.835 -4.713 0.0197 0.0390 -0.0060 0.07
O -2.315 4.571 0.229 0.3912 -0.1318 -0.1873 -0.01
C -3.117 5.132 0.973 -0.2942 -0.0016 0.2974 -0.57
N -3.742 4.443 1.956 0.3465 0.1427 -0.4032 0.18
C -3.457 6.593 0.855 -0.0828 -0.0720 0.1076 0.01
H -4.402 4.843 2.597 0.0048 0.0905 -0.0693 0.11
H -3.507 3.469 2.023 -0.1117 -0.2673 0.1818 0.02
H -3.869 6.782 -0.135 0.1000 0.0262 -0.0301 0.09
H -2.549 7.180 0.985 0.0023 0.0058 -0.1077 0.09
H -4.184 6.905 1.602 0.0184 0.0090 -0.0260 0.08
```
Forces are in eV/Å.



Record 2
ORCA calculation (wB97M-V/def2-TZVPD) on C19H44BIO2Ta as an isolated structure at a distorted geometry.

Output
**LUMO**: 2.54 eV
**Electronic energy**: -34840.4412 eV
**Net charge**: -1
**Frontier orbital gap**: 0.2697 Eh
**Highest occupied orbital energy**: -4.80 eV

XYZ file:
```
68
Properties=species:S:1:pos:R:3:forces:R:3:lowdin_charge:R:1
C -3.243 0.861 2.063 -0.0620 -0.1178 0.0533 -0.16
C -4.105 1.655 1.079 -0.0394 -0.0107 -0.0467 -0.26
C -4.088 1.122 -0.366 0.0912 0.0689 -0.1101 -0.22
C -4.168 -0.413 -0.532 -0.4632 0.0088 -0.1037 -0.21
C -2.982 -1.005 -1.286 0.2982 -0.0516 0.2058 -0.24
C -3.031 -0.772 -2.803 -0.0367 0.1675 -0.1907 -0.21
C -1.706 -0.260 -3.376 0.0534 -0.0462 -0.1391 -0.23
C -0.552 -1.264 -3.277 -0.0630 -0.0589 -0.0059 -0.22
C 0.813 -0.618 -3.516 0.1203 0.0248 -0.0579 -0.22
C 2.005 -1.481 -3.079 -0.0389 -0.0058 0.0442 -0.21
C 1.971 -1.814 -1.578 0.0603 -0.1752 -0.0309 -0.26
C 3.325 -1.777 -0.867 -0.0892 0.0247 -0.1072 -0.33
C 3.196 -2.099 0.634 0.4338 0.0354 0.1747 -0.42
Ta 2.535 -0.423 1.992 -1.0293 -0.1686 0.5961 1.60
C 0.484 -1.319 2.384 0.0839 -0.3495 -0.3647 -0.44
C -0.137 -2.287 1.359 -0.1198 -0.0271 0.1341 -0.23
C 2.486 1.121 3.659 0.2217 0.0161 0.3004 -0.26
B 1.095 1.733 3.881 -0.0719 0.1111 0.0306 -0.85
O 0.152 1.101 4.702 0.4129 -0.1688 -0.2478 0.10
O 0.783 2.952 3.269 0.1933 -0.3552 -0.1095 0.07
C 1.889 1.057 0.304 0.4549 0.4238 0.0404 -0.77
I -0.281 1.362 0.163 0.5212 0.1551 -0.1901 1.02
C 2.550 2.430 0.451 -0.0195 0.0193 -0.0176 -0.45
C 2.238 3.452 -0.645 -0.0296 0.0853 -0.1075 -0.16
H -3.726 -0.059 2.400 -0.0114 0.0796 -0.0336 0.07
H -3.026 1.460 2.953 -0.0374 -0.0299 -0.0118 0.07
H -2.287 0.583 1.613 -0.2566 -0.0141 0.2010 -0.06
H -3.743 2.689 1.063 -0.0775 -0.0664 -0.0651 0.10
H -5.142 1.708 1.435 0.0995 -0.0761 0.0619 0.10
H -3.170 1.486 -0.850 -0.1197 -0.1192 0.0533 0.07
H -4.916 1.587 -0.911 0.1137 0.0528 0.0360 0.10
H -5.087 -0.661 -1.084 0.1076 -0.0309 0.1673 0.10
H -4.263 -0.902 0.441 0.0445 0.0744 -0.0156 0.09
H -2.900 -2.074 -1.059 0.0073 0.0684 -0.0625 0.11
H -2.071 -0.538 -0.886 -0.1568 -0.2441 -0.0721 0.02
H -3.819 -0.036 -3.024 0.1459 -0.0916 0.0016 0.11
H -3.323 -1.693 -3.325 -0.0071 0.0820 0.0682 0.11
H -1.429 0.662 -2.848 -0.0121 -0.1331 -0.0098 0.08
H -1.835 0.015 -4.433 -0.0336 0.0132 0.1126 0.11
H -0.715 -2.071 -4.008 0.0321 0.0550 0.1222 0.12
H -0.551 -1.743 -2.292 -0.0535 0.1297 -0.0196 0.10
H 0.923 -0.356 -4.578 -0.0771 0.0109 0.0895 0.11
H 0.841 0.330 -2.958 0.0552 -0.1414 -0.0269 0.09
H 2.032 -2.413 -3.662 -0.0069 0.1405 -0.0006 0.11
H 2.933 -0.945 -3.318 -0.0958 -0.0394 0.0547 0.11
H 1.523 -2.804 -1.418 0.0260 0.1253 -0.0294 0.11
H 1.299 -1.110 -1.079 -0.0062 -0.0187 0.0135 0.05
H 3.766 -0.780 -1.020 0.0078 -0.1007 0.0742 0.08
H 4.016 -2.479 -1.362 -0.1262 0.0153 -0.0005 0.10
H 4.174 -2.425 1.014 -0.1106 0.0542 -0.0502 0.01
H 2.539 -2.974 0.754 -0.0070 0.0876 0.0283 0.02
H 4.265 0.194 1.612 -0.0653 -0.0602 -0.2619 -0.10
H 3.248 -1.548 3.278 0.1997 0.1093 -0.1916 -0.10
H -0.250 -0.539 2.623 0.1345 0.0876 -0.0246 -0.02
H 0.635 -1.869 3.329 0.0586 0.1519 -0.0374 0.03
H 0.410 -3.235 1.331 -0.0014 0.0927 -0.0241 0.05
H -0.120 -1.878 0.346 -0.0572 0.0001 0.0260 0.01
H -1.184 -2.533 1.587 0.0670 0.0242 0.0011 0.05
H 2.854 0.613 4.559 -0.0295 -0.0246 -0.1441 0.02
H 3.216 1.883 3.356 -0.0188 -0.1064 -0.0006 0.03
H -0.747 1.163 4.384 -0.3121 0.2209 0.0369 0.07
H -0.142 3.052 3.043 -0.2708 0.1092 0.0918 0.06
H 2.129 0.707 -0.704 -0.1413 -0.0852 0.0458 -0.02
H 2.308 2.852 1.428 0.1003 0.0405 -0.0642 0.06
H 3.626 2.216 0.447 -0.0735 0.0250 0.0450 0.08
H 2.069 2.958 -1.609 0.0708 0.0448 0.0782 0.06
H 1.342 4.040 -0.420 0.0658 -0.1330 -0.0189 0.04
H 3.071 4.151 -0.765 -0.0539 0.0146 0.0060 0.06
```
Forces are in eV/Å.



Record 3
ORCA calculation (wB97M-V/def2-TZVPD) on a 2-piece molecular cluster, C2H5FS overall at a distorted geometry.

Output
**LUMO**: 0.39 eV
**Energy relative to the best compared isomer or geometry (same formula, charge and spin)**: 161.1 kJ/mol
**Electronic energy**: -15705.6867 eV
**Frontier orbital gap**: 0.3899 Eh
**Highest occupied orbital energy**: -10.22 eV

XYZ file:
```
9
Properties=species:S:1:pos:R:3:forces:R:3:lowdin_charge:R:1
C -0.540 -0.096 -0.761 0.3750 4.0062 -0.4533 -0.14
C 0.606 -0.282 0.165 -1.3254 -1.6909 1.0229 -0.56
F -0.096 -1.637 1.257 1.0372 2.3519 -1.8626 -0.36
S 1.077 0.989 1.228 1.3832 -0.1188 0.5616 0.83
H -0.545 0.686 -1.655 1.0345 -1.0444 2.0949 0.14
H -1.295 0.285 -0.098 -1.0541 -0.3679 -0.0745 0.07
H -0.742 -0.940 -1.280 -1.0623 -2.9923 -0.9355 0.03
H 1.398 -0.967 -0.148 0.0520 0.6345 0.3359 0.09
H 0.136 1.961 1.291 -0.4401 -0.7782 -0.6894 -0.10
```
Forces are in eV/Å.